Computed, not measured: a 3-piece molecular cluster, C7H11N overall at a distorted geometry, with wB97M-V/def2-TZVPD.

Positions of all 19 atoms, in Å:
C -0.426 -0.792 -0.053
H 1.221 1.925 -0.280
C -2.495 0.291 -0.435
C -0.282 0.426 -0.102
H -2.854 -0.240 1.562
C 0.135 1.806 -0.275
H -2.898 0.612 -1.396
H 1.342 -0.706 2.268
H -0.247 2.454 0.516
H 2.323 -2.005 -1.291
H 3.691 -1.281 -0.415
C 2.660 -1.119 -0.747
H -0.746 -1.795 0.112
N 2.090 -0.932 1.608
C 1.747 -0.849 0.407
H 2.634 -0.284 -1.452
H -4.366 0.196 0.577
H -0.252 2.193 -1.221
C -3.278 0.102 0.617

As for the HOMO-LUMO gap (spin up / spin down): 7.3629 / 7.5064 eV. The HOMO energy (spin up / spin down) comes out at -6.48 / -6.67 eV. The total charge is 0.

Atom charges from the natural (NBO) analysis, given in e for atoms 1 to 5: C -0.164; H 0.244; C -0.272; C 0.165; H 0.183

=====

Computed, not measured: a 9-piece molecular cluster, C15H48N6O15 overall at a distorted geometry, with wB97M-V/def2-TZVPD.

Positions of all 84 atoms, in Å:
O -16.910 14.203 -4.944
O -13.178 8.626 -2.413
C -19.869 10.687 0.096
O -18.606 10.894 0.675
H -11.214 12.509 -4.924
H -18.661 15.030 -5.804
H -11.447 8.858 -3.246
H -20.451 7.454 -1.480
C -12.301 9.471 -3.132
N -15.889 11.213 -3.717
C -20.345 9.215 0.103
H -13.539 13.137 -3.986
H -18.013 11.497 0.166
H -17.415 4.508 -0.840
O -13.619 14.760 -5.388
H -11.197 10.496 -1.568
H -21.285 9.212 -0.463
C -13.246 13.413 -5.045
C -17.572 15.154 -5.767
H -14.970 11.388 -3.312
H -17.692 17.311 -5.948
H -15.639 12.185 -0.760
H -20.535 11.331 0.619
H -14.149 7.867 0.882
O -18.003 16.658 -3.948
H -19.752 10.956 -0.989
C -20.572 6.761 -4.553
O -12.986 11.607 -2.246
C -16.569 6.549 -0.869
C -17.666 5.503 -0.482
C -11.799 10.731 -2.421
N -17.140 14.824 -1.800
H -14.564 14.752 -5.597
H -16.779 10.168 1.372
H -21.288 5.934 -4.637
O -16.035 9.256 -2.550
H -19.799 6.641 -5.342
O -17.975 12.728 -1.517
H -13.480 11.102 -1.587
H -13.623 12.716 -5.773
O -18.092 5.465 0.873
H -16.426 6.372 -1.914
H -16.529 15.455 -1.343
H -11.137 11.267 -3.095
C -17.027 13.470 -1.532
C -16.650 10.217 -3.113
H -19.242 5.861 -3.023
C -14.842 9.763 0.704
C -19.907 6.740 -3.146
H -16.222 16.758 -5.183
H -17.077 14.532 -4.057
H -18.491 8.462 -0.403
H -21.726 8.073 -3.703
H -16.513 8.370 -1.283
N -13.875 8.776 0.722
H -17.169 14.995 -6.771
H -13.186 8.894 -0.020
H -15.602 6.270 -0.456
O -19.420 8.418 -0.674
H -18.052 17.590 -3.604
C -11.780 13.360 -5.275
O -21.240 8.010 -4.606
H -18.275 6.394 0.950
H -14.912 13.538 -1.411
N -15.979 9.589 1.395
O -11.608 13.364 -6.693
H -14.081 8.973 -2.477
C -17.337 16.583 -5.210
H -15.949 8.912 2.130
H -16.314 12.042 -4.127
O -20.830 6.861 -2.142
H -18.087 15.180 -1.797
H -18.531 11.053 -3.525
N -15.769 13.075 -1.207
H -12.110 14.030 -7.171
H -20.510 8.919 1.133
H -12.869 9.727 -4.031
O -14.754 10.750 0.020
O -16.985 7.833 -0.595
H -18.508 9.410 -2.944
H -11.385 14.246 -4.753
H -18.481 5.831 -1.074
H -19.296 7.659 -3.125
N -17.995 10.221 -3.277

The SMILES is NC(N)=O.NC(N)=O.NC(N)=O.OCCO.OCCO.OCCO.OCCO.OCCO.OCCO. As for the HOMO-LUMO gap: 9.6758 eV. The HOMO energy comes out at -9.54 eV. The total charge is 0.

Atom charges from the Mulliken analysis, given in e for atoms 1 to 5: O -0.394; O -0.463; C -0.370; O -0.617; H 0.157

=====

Computed, not measured: a 2-piece molecular cluster, C6H13NO overall at a distorted geometry, with wB97M-V/def2-TZVPD.

Positions of all 21 atoms, in Å:
C 1.209 -0.626 0.958
C 1.643 -0.229 -0.506
H 1.991 -0.470 1.719
H 0.311 1.157 1.616
N 0.078 0.178 1.438
H 0.740 -0.036 -1.097
H 1.982 1.777 0.231
H -2.569 0.548 1.172
H -2.816 0.395 -1.405
H 2.226 -1.117 -0.873
H 3.448 0.836 0.048
C -2.729 -0.638 -1.025
C -1.628 -0.799 -0.008
H 0.949 -1.696 1.023
H -3.764 -0.621 -0.619
C 2.498 1.064 -0.449
O -1.055 1.536 0.072
H -1.607 -1.753 0.515
H -2.726 -1.334 -1.870
H 2.784 1.472 -1.424
C -0.966 0.357 0.484

As for the HOMO-LUMO gap: 7.4057 eV. The HOMO energy comes out at -8.84 eV. The total charge is 0.

Atom charges from the natural (NBO) analysis, given in e for atoms 1 to 5: C -0.221; C -0.417; H 0.207; H 0.385; N -0.661

=====

Computed, not measured: C55H46Cl2IN5O4PRb as an isolated structure at a distorted geometry, with wB97M-V/def2-TZVPD.

Positions of all 115 atoms, in Å:
H 5.604 1.777 0.533
H -5.149 -1.775 1.006
H 4.496 6.246 -3.126
H -5.545 -4.270 -2.517
C 2.895 3.342 -2.304
C -2.458 -1.780 3.427
C 2.257 0.883 4.550
C -4.400 -1.038 -2.276
C 3.122 4.708 -2.473
H -2.611 -0.832 3.942
C 0.666 -0.857 6.098
H 2.316 4.393 1.534
C 4.340 5.171 -2.965
H -1.465 6.163 -0.546
H -4.704 2.803 1.261
C 1.421 0.159 6.703
H 3.437 -3.861 -0.523
C -2.051 -2.985 1.360
C -2.016 -4.673 -4.471
C -3.906 2.591 1.974
H 2.940 1.493 3.947
H 2.809 1.801 6.418
C -1.442 -3.468 -4.965
C 0.060 2.567 -5.543
C 4.004 3.203 0.872
O -2.759 -1.840 6.338
C 5.171 2.920 -3.063
C -2.200 -1.792 2.076
H 4.736 -4.957 1.323
C -4.549 -0.870 -0.853
C 2.477 0.958 1.605
H -2.579 -5.748 -2.688
C 4.564 1.913 0.838
O -1.936 1.457 1.153
C -2.080 3.839 0.854
C -1.790 -3.775 -2.231
P 1.424 -0.390 2.176
Cl -5.980 -4.397 0.263
C 3.954 2.441 -2.600
C -1.132 -2.499 -4.035
C 2.484 -1.847 2.027
C -2.137 -4.191 2.092
H 1.393 0.293 7.795
N -0.214 3.271 -0.551
C -0.511 1.715 -4.575
H -0.526 6.120 0.965
C -5.277 -3.304 -2.073
C 3.408 -3.485 0.506
H -4.099 1.591 2.374
C 2.724 3.384 1.400
C -0.983 4.206 0.134
H 6.339 4.645 -3.638
H 0.218 -1.885 4.251
C -2.554 2.530 1.313
H -0.759 -1.506 -4.341
H -2.343 -5.098 4.064
H 0.289 5.754 -0.574
H 4.252 -0.211 1.144
I -1.024 4.167 -6.332
H -3.739 0.970 -2.591
C -0.649 5.649 -0.021
H 4.732 -3.927 3.648
C 5.378 4.293 -3.264
C 1.676 2.800 -1.741
H -2.700 4.666 1.215
C 0.711 -1.024 4.716
H -1.267 -3.294 -6.029
H -2.013 -5.116 1.524
H -3.900 3.335 2.784
C 3.288 -2.418 3.060
N 0.769 3.767 -1.264
H 2.335 5.440 -2.234
C -5.414 -3.137 -0.675
H 0.908 2.347 2.054
H 5.976 2.225 -3.312
H 3.251 -1.974 4.060
Rb -0.670 0.215 -0.767
C 3.821 0.793 1.186
C -2.332 -4.186 3.456
C -3.917 -0.012 -3.044
C -1.970 -3.901 -0.799
N 0.112 0.634 -4.063
H 1.889 -0.463 -4.027
C 4.114 -3.503 2.835
C 1.367 2.272 -5.988
H 1.833 2.897 -6.752
H -2.307 -4.885 -0.429
H -4.612 -2.440 -3.942
H 3.073 0.891 -5.723
C 1.948 2.254 1.706
H -2.665 -1.016 5.845
C -2.491 -2.970 4.165
C -2.707 -3.013 5.628
C 2.056 1.178 -5.413
H -1.519 1.885 -4.201
H 4.607 4.062 0.537
C 1.436 -0.092 3.930
H -2.313 -5.476 -5.166
H 0.007 -1.496 6.700
O -2.853 -4.066 6.216
C 2.580 -2.380 0.734
N -1.823 -2.901 0.006
C -4.774 -2.295 -2.874
H -2.137 -0.838 1.531
C 2.214 1.021 5.938
C -2.178 -4.818 -3.114
C 1.390 0.407 -4.472
H -4.242 0.079 -0.409
C -5.053 -1.892 -0.090
N -1.264 -2.630 -2.712
H 3.813 1.368 -2.465
O 1.474 1.585 -1.651
H -3.769 -0.154 -4.123
Cl 1.748 -1.829 -0.713
C 4.149 -4.055 1.541

As for the HOMO-LUMO gap: 3.2113 eV. The HOMO energy comes out at 0.00 eV. The total charge is -2.

Atom charges from the Mulliken analysis, given in e for atoms 1 to 5: H 0.293; H 0.303; H 0.352; H 0.344; C 0.689

=====

Computed, not measured: C4H5NOS2 in the gas phase at a distorted geometry, with wB97M-V/def2-TZVPD.

Positions of all 13 atoms, in Å:
H 1.239 0.834 0.449
H 0.108 2.301 0.689
S -1.067 -1.026 1.116
S -0.347 0.714 -2.784
H 1.408 -1.744 -1.540
C -0.266 0.207 1.956
O 0.020 0.349 3.047
H -1.648 0.679 -0.578
H 0.483 -1.869 -0.185
C -0.060 -0.299 -1.558
C 0.182 1.090 0.664
N 0.702 -1.335 -1.053
C -0.755 0.098 -0.223

The SMILES is NC(=S)[C@@H]1CC(=O)S1. As for the HOMO-LUMO gap: 9.2059 eV. The HOMO energy comes out at -8.89 eV. The total charge is 0.

Atom charges from the natural (NBO) analysis, given in e for atoms 1 to 5: H 0.232; H 0.255; S 0.255; S -0.039; H 0.384

=====

Computed, not measured: a 2-piece molecular cluster, C4H6N2 overall at a distorted geometry, with wB97M-V/def2-TZVPD.

Positions of all 12 atoms, in Å:
H -1.201 -1.246 0.964
H 2.730 1.727 -0.178
H -2.302 -1.794 -0.267
N -1.540 1.431 -0.295
C 2.189 0.899 -0.574
C -2.108 -0.897 0.477
H 2.929 0.274 -1.034
H -3.087 -0.874 1.185
C 1.546 -0.054 0.239
N 1.273 -0.996 0.811
C -1.861 0.404 0.019
H 1.431 1.126 -1.347

The SMILES is CC#N.CC#N. As for the HOMO-LUMO gap: 12.5086 eV. The HOMO energy comes out at -11.61 eV. The total charge is 0.

Atom charges from the natural (NBO) analysis, given in e for atoms 1 to 5: H 0.289; H 0.262; H 0.265; N -0.346; C -0.732

=====

Computed, not measured: a 2-piece molecular cluster, C3H8N2O overall, with wB97M-V/def2-TZVPD.

Positions of all 14 atoms, in Å:
H -0.477 -2.223 1.637
N 0.239 0.406 -2.294
C 1.213 0.118 -1.259
O -2.426 -1.821 1.887
N 1.542 0.874 -0.319
H 1.695 -0.860 -1.317
H 0.291 2.175 0.699
H 0.746 0.408 -3.178
H 1.707 2.916 -0.041
H 0.305 2.460 -1.056
H -0.357 -0.418 -2.366
C 0.907 2.194 -0.196
C -1.298 -1.869 2.287
H -1.027 -1.621 3.327

The SMILES is C/N=C\N.C=O. As for the HOMO-LUMO gap: 10.4556 eV. The HOMO energy comes out at -9.67 eV. The total charge is 0.

Atom charges from the natural (NBO) analysis, given in e for atoms 1 to 5: H 0.105; N -0.882; C 0.250; O -0.493; N -0.402

=====

Respective energy relative to the best compared isomer or geometry (same formula, charge and spin) values: 191.7 0.0 126.0 0.0 46.4 37.0 61.5 kcal per mole.